Record 1
The following is a DFT calculation (the ωB97M-V functional and the def2-TZVPD basis) of a cluster of 12 separate species, H24O12 in total.

Geometry as XYZ:
```
36
Properties=species:S:1:pos:R:3:forces:R:3
O 8.203 16.984 2.432 -0.5 0.2 1.3
H 8.470 16.294 1.856 0.1 -0.7 -2.1
H 8.768 16.676 3.153 -0.2 0.8 0.3
O 9.511 16.401 4.661 -4.4 1.3 1.3
H 8.609 16.253 5.186 2.4 1.0 -1.9
H 9.992 15.770 5.105 2.2 -2.5 1.3
O 13.447 16.432 0.502 0.5 0.5 0.0
H 13.280 15.984 -0.339 -0.4 -0.1 0.7
H 12.946 16.076 1.246 -0.3 -0.3 -0.6
O 14.783 18.844 4.850 -3.4 -2.1 0.5
H 13.795 18.479 4.982 2.9 1.8 -0.2
H 15.206 17.971 4.826 0.6 0.5 -0.2
O 10.030 15.552 0.867 -3.0 -3.5 -1.8
H 10.642 16.002 1.384 2.0 0.9 2.0
H 9.842 14.588 1.118 1.1 2.4 -0.2
O 9.478 19.423 1.880 -1.0 0.2 0.1
H 8.791 18.779 2.129 -0.5 0.4 -0.5
H 10.182 18.878 2.188 1.5 -0.3 0.2
O 12.435 17.582 5.848 1.5 -1.9 0.0
H 13.231 16.971 5.836 -1.2 1.1 0.2
H 11.741 16.936 6.018 -0.5 0.3 0.1
O 11.525 17.362 2.623 0.0 -0.3 -0.7
H 11.395 17.007 3.499 0.2 0.3 0.3
H 12.179 18.082 2.625 -0.1 0.1 0.2
O 13.245 19.650 2.604 -1.8 2.5 -1.4
H 12.997 20.621 2.747 0.4 -2.1 -0.4
H 13.708 19.411 3.373 1.6 -0.3 1.6
O 10.807 20.116 5.393 0.9 -2.0 0.1
H 11.177 19.159 5.420 -0.6 2.9 -0.2
H 11.530 20.727 5.167 -0.3 -0.7 0.1
O 12.506 14.335 3.145 1.0 0.5 -1.1
H 12.018 14.130 3.921 -0.4 -0.5 1.0
H 13.455 14.318 3.362 -0.6 -0.1 0.0
O 12.191 19.168 -0.385 -0.7 3.5 -0.2
H 12.056 19.942 0.246 0.2 -1.8 -1.2
H 12.361 18.425 0.141 0.5 -1.7 1.3
```
Positions in Å, forces in eV/Å.

Calculated total energy = -24958.1793 eV
Lowest unoccupied orbital energy = -1.353 eV
Strongest force on any atom = 4.94 eV Å⁻¹
Kohn-Sham gap = 0.303 Eh
Net charge = 0
SMILES = O.O.O.O.O.O.O.O.O.O.O.O

=====

Record 2
The following is a DFT calculation (the ωB97M-V functional and the def2-TZVPD basis) of a cluster of 12 separate species, H24O12 in total.

Geometry as XYZ:
```
36
Properties=species:S:1:pos:R:3:forces:R:3
O -0.716 4.308 -1.748 0.0 -0.1 -1.3
H -1.224 5.113 -1.643 -0.3 0.5 -0.1
H -0.469 4.062 -0.857 0.4 -0.2 1.1
O -2.115 -0.317 -2.731 -0.4 0.0 -0.2
H -1.494 -0.225 -2.009 0.3 0.1 0.5
H -1.662 -0.869 -3.368 0.0 -0.1 -0.3
O -3.082 1.917 0.673 0.4 0.3 0.0
H -3.256 1.668 -0.235 -0.1 -0.1 -0.4
H -3.706 1.404 1.186 -0.1 -0.1 0.2
O 1.885 0.355 1.669 0.0 0.0 -0.6
H 1.801 1.261 1.965 -0.1 0.3 0.1
H 2.332 -0.092 2.389 0.2 -0.4 0.3
O -0.065 -2.888 -1.673 -0.1 -0.6 0.8
H 0.160 -2.075 -2.125 0.6 0.7 -0.5
H -1.010 -2.977 -1.794 -0.4 -0.1 -0.2
O 3.918 -0.141 -0.547 0.0 -0.3 -0.5
H 4.757 0.074 -0.140 0.5 0.0 0.1
H 3.262 0.223 0.048 -0.6 0.2 0.5
O -0.424 0.185 -0.454 -0.2 -0.1 -0.2
H -0.309 1.125 -0.319 0.0 0.4 0.1
H 0.325 -0.215 -0.012 0.3 -0.1 0.2
O 1.082 -0.790 -3.135 -0.1 -0.2 0.2
H 0.895 -0.892 -4.068 0.1 -0.1 -0.4
H 0.924 0.138 -2.959 -0.1 0.3 0.1
O -0.906 -2.548 0.965 0.1 0.4 1.1
H -1.244 -3.420 1.171 -0.2 -0.3 0.1
H -0.372 -2.677 0.181 0.4 -0.1 -1.3
O 2.033 -2.591 2.323 0.5 0.4 0.0
H 1.226 -2.287 1.907 -0.5 0.0 -0.4
H 1.736 -3.127 3.059 -0.1 -0.4 0.4
O -0.582 3.626 0.757 0.4 -0.2 0.0
H -1.356 3.063 0.729 -0.9 -0.4 0.2
H -0.188 3.449 1.611 0.2 0.2 0.2
O -0.490 -0.995 3.201 0.8 0.6 0.7
H -1.156 -1.496 3.671 -0.4 -0.2 0.4
H -0.507 -1.348 2.312 -0.5 -0.4 -1.2
```
Positions in Å, forces in eV/Å.

Calculated total energy = -24949.3202 eV
Lowest unoccupied orbital energy (alpha / beta) = -2.958 / -11.188 eV
Strongest force on any atom = 1.38 eV Å⁻¹
⟨S²⟩ = 0.756
Kohn-Sham gap (alpha / beta) = 0.397 / 0.072 Eh
Spin multiplicity = 2
Net charge = +1

=====

Record 3
The following is a DFT calculation (the ωB97M-V functional and the def2-TZVPD basis) of a cluster of 12 separate species, H25O12 in total.

Geometry as XYZ:
```
37
Properties=species:S:1:pos:R:3:forces:R:3
O 1.511 4.145 0.692 0.2 -0.6 0.9
H -0.552 1.866 2.529 0.7 -0.6 0.5
H -1.025 -3.666 0.329 0.8 0.0 0.0
O 1.124 0.886 0.936 -0.2 -0.6 -0.4
H 1.251 0.467 1.804 0.4 0.5 -0.1
H 1.248 0.277 -0.507 -0.8 1.3 -0.4
O -0.645 -1.300 -2.427 -0.2 0.9 1.1
H 2.819 0.989 3.780 0.0 -1.0 0.0
O -3.168 -1.444 -2.450 -0.1 1.3 0.6
H -0.315 -1.747 -3.203 -0.3 0.2 -0.5
H -2.905 -2.189 -1.895 -0.2 -0.5 -0.5
O -0.905 1.110 -1.064 -1.9 0.6 1.7
H -0.917 1.470 -0.151 1.4 0.0 0.0
H -1.879 1.103 -1.009 -0.1 -0.3 -0.9
O -1.317 2.238 2.122 -0.6 0.3 -0.7
H -2.097 1.201 -2.662 0.3 0.5 -0.8
H -1.499 3.025 2.639 -0.2 0.2 0.0
O 1.187 -0.147 -1.435 0.5 -0.4 2.3
H 0.099 -0.409 -1.618 2.0 -0.4 -0.6
H 0.745 4.629 0.377 0.1 -0.1 -0.5
O -1.190 -3.006 -0.340 -1.7 0.5 -0.3
H -0.456 -2.685 -0.854 0.6 -0.5 0.2
H 1.153 1.841 1.033 0.1 0.4 0.2
O 1.880 0.981 3.533 0.8 1.1 0.4
H -1.567 -0.911 -2.461 0.2 -1.3 -0.7
H 1.815 1.951 3.545 -0.8 -0.1 -0.1
O 2.764 -2.163 0.483 -0.4 -0.1 0.3
H 1.979 -2.218 1.049 -0.4 0.2 0.0
H 3.218 -2.926 0.861 0.6 0.1 -0.5
O -2.490 1.878 -3.219 -1.0 -0.2 0.0
H -3.289 -1.623 -3.384 -0.2 -0.7 0.1
H 1.978 3.705 -0.021 -0.2 0.5 -0.4
O 0.582 -2.882 2.178 -0.1 0.0 1.0
H 1.702 -0.888 -1.033 0.0 -0.9 -1.3
H 0.316 -2.212 2.825 -0.1 0.2 -0.4
H -1.820 2.289 -3.763 0.4 -0.1 0.1
H 0.667 -3.634 2.782 0.2 -0.3 -0.4
```
Positions in Å, forces in eV/Å.

Calculated total energy = -24968.9513 eV
Lowest unoccupied orbital energy = -2.820 eV
Strongest force on any atom = 2.64 eV Å⁻¹
Kohn-Sham gap = 0.406 Eh
Net charge = +1

=====

Record 4
The following is a DFT calculation (the ωB97M-V functional and the def2-TZVPD basis) of a cluster of 13 separate species, H25O13 in total.

Geometry as XYZ:
```
38
Properties=species:S:1:pos:R:3:forces:R:3
O 14.955 -15.159 -3.710 0.2 -2.3 -1.2
H 15.364 -16.004 -4.015 -0.1 0.9 0.3
O 16.837 -18.894 -3.116 2.5 -0.8 -0.1
H 16.003 -18.663 -3.439 -2.4 0.7 -1.3
H 16.658 -19.038 -2.207 0.0 -0.3 1.4
O 17.589 -13.585 -1.688 2.0 -2.1 1.0
H 16.883 -14.224 -1.739 -0.4 0.0 0.0
H 17.295 -12.724 -1.822 -1.3 2.1 -0.7
O 14.521 -13.835 -6.194 0.6 0.0 -0.8
H 14.746 -14.257 -5.334 -0.8 0.7 0.3
H 13.593 -13.646 -6.375 0.1 -0.2 0.9
O 12.442 -15.225 -4.309 -0.7 -0.6 1.1
H 13.378 -15.037 -4.091 0.5 0.1 -0.4
H 12.254 -15.710 -3.478 -0.5 0.4 -0.8
O 18.048 -16.349 -3.310 1.5 1.0 1.6
H 17.611 -17.152 -3.484 -1.0 -1.7 -0.8
H 18.450 -16.570 -2.442 -0.2 0.6 -0.7
O 15.721 -15.876 -1.167 -0.6 1.1 0.7
H 16.004 -16.769 -1.205 0.4 -1.2 -0.3
H 15.396 -15.650 -2.057 0.2 -0.1 -0.2
O 17.117 -14.259 -4.770 0.1 0.1 0.0
H 16.283 -14.721 -4.493 1.2 0.8 -0.1
H 17.071 -14.082 -5.704 -0.2 0.1 -0.4
O 16.235 -17.299 -5.540 0.6 0.6 2.5
H 16.646 -17.901 -6.099 1.3 -1.7 -1.4
H 15.599 -16.849 -6.055 -1.4 0.6 -0.6
O 14.246 -13.457 -2.135 0.5 0.5 -0.8
H 14.619 -14.116 -2.810 -0.3 0.7 0.8
H 13.692 -14.017 -1.624 -0.7 -0.5 0.9
O 15.977 -11.548 -3.060 -0.4 -0.2 0.1
H 15.391 -10.843 -2.735 0.1 -0.8 -0.1
H 15.493 -12.408 -2.932 0.4 1.5 0.0
O 14.036 -16.424 -6.744 -1.0 -0.6 0.6
H 14.162 -15.527 -6.392 -0.1 0.3 -0.4
H 14.694 -16.533 -7.407 0.5 0.2 -1.3
O 14.275 -18.048 -3.314 0.3 -1.0 0.4
H 14.191 -17.110 -3.452 -0.4 0.8 -0.2
H 13.407 -18.437 -3.249 -0.3 0.1 -0.1
```
Positions in Å, forces in eV/Å.

Calculated total energy = -27024.7025 eV
Lowest unoccupied orbital energy = 2.704 eV
Strongest force on any atom = 3.05 eV Å⁻¹
Kohn-Sham gap = 0.328 Eh
Net charge = -1

=====

Record 5
The following is a DFT calculation (the ωB97M-V functional and the def2-TZVPD basis) of a cluster of 13 separate species, H25O13 in total.

Geometry as XYZ:
```
38
Properties=species:S:1:pos:R:3:forces:R:3
O 2.676 0.474 2.705 0.2 -0.3 0.2
H 0.220 2.268 1.232 1.2 -0.7 -0.1
H -2.020 -0.918 -0.622 0.6 -0.1 0.5
O -0.039 0.983 3.106 0.9 0.3 0.8
H -0.569 0.994 3.905 -0.4 -0.3 -0.2
H 1.028 0.905 0.925 -0.2 0.1 0.4
O -2.902 -0.557 -0.486 -0.8 0.8 -0.3
H -2.927 0.227 -1.085 0.1 -0.7 0.3
O -1.206 -2.728 -2.519 -0.5 -1.3 -0.4
H -0.768 -2.546 -3.356 0.2 0.3 0.2
H -1.454 -1.889 -2.154 -0.1 0.5 0.1
O -2.394 1.195 1.780 -0.1 -0.3 0.2
H 2.986 1.126 2.073 -0.1 0.3 0.1
H -1.887 0.898 1.005 -0.3 -0.1 -0.1
O 2.183 -2.068 1.183 -0.4 0.8 -0.9
H 1.663 -1.811 0.364 0.6 -0.3 1.8
H 2.391 -1.192 1.556 0.1 -0.4 0.2
O -0.483 -1.612 0.225 -0.1 -0.2 -0.4
H 0.778 0.214 -3.211 -0.6 0.4 -0.7
H 2.958 -0.639 -2.017 -0.1 -0.1 0.1
O 0.519 1.632 0.561 -0.4 0.2 -1.0
H -2.981 0.441 1.955 0.2 0.4 -0.4
H -1.037 -2.365 0.448 0.2 -0.2 0.0
O 3.244 0.011 -1.363 0.9 0.7 -0.2
H -0.461 0.440 2.430 -0.4 0.0 0.3
H 1.932 -2.190 -0.983 0.4 -0.3 -1.0
O -2.268 0.909 -2.684 -0.2 -0.6 -0.4
H -1.643 0.145 -2.830 0.1 1.3 -0.1
H -2.958 0.755 -3.340 0.0 0.1 0.1
O -0.502 3.808 2.036 -0.1 -0.6 0.4
H -1.036 3.142 1.581 -0.7 0.5 -0.2
H 2.503 -0.057 -0.759 -0.2 0.0 0.0
O 1.325 -1.656 -1.502 -0.1 -0.8 0.8
H 0.368 -0.829 -2.353 -0.5 -0.4 -1.0
H -0.372 3.326 2.869 0.1 0.4 -0.1
O 0.002 -0.372 -3.199 1.2 -0.1 1.3
H 0.219 -1.916 -0.499 -0.8 0.8 0.1
H 1.884 0.806 3.160 0.0 0.0 -0.5
```
Positions in Å, forces in eV/Å.

Calculated total energy = -27024.9737 eV
Lowest unoccupied orbital energy = 2.523 eV
Strongest force on any atom = 1.92 eV Å⁻¹
Kohn-Sham gap = 0.313 Eh
Net charge = -1

=====

Record 6
The following is a DFT calculation (the ωB97M-V functional and the def2-TZVPD basis) of a structure of composition H26HeO13.

Geometry as XYZ:
```
40
Properties=species:S:1:pos:R:3:forces:R:3
He 10.209 9.539 18.797 0.1 0.0 0.0
O 11.897 9.656 15.328 0.2 -0.2 0.1
H 12.247 9.799 14.448 0.3 0.1 -0.3
H 11.848 8.705 15.416 -0.2 -0.3 0.0
O 9.981 13.291 19.811 0.3 -0.1 0.8
H 10.630 13.171 19.118 0.2 -0.1 -1.0
H 9.974 14.235 19.972 -0.2 0.2 0.1
O 10.360 6.640 18.612 0.1 -0.1 0.0
H 11.272 6.900 18.748 0.5 0.1 0.2
H 10.183 6.013 19.314 -0.3 -0.2 0.2
O 11.121 12.796 17.169 0.1 0.7 1.0
H 11.865 12.237 17.392 0.6 -0.2 -0.1
H 10.658 12.317 16.482 -0.6 -0.2 -0.7
O 8.369 10.011 16.783 0.1 0.4 -0.4
H 7.964 10.407 17.554 -0.1 0.5 0.5
H 8.401 9.076 16.982 -0.1 -0.7 -0.1
O 9.903 11.524 14.967 0.2 0.9 -0.5
H 10.600 10.870 14.923 -0.1 -0.3 0.2
H 9.221 11.113 15.497 -0.6 -0.6 0.4
O 9.467 8.299 21.135 -0.1 -0.8 0.1
H 9.808 9.125 21.476 0.1 0.7 0.2
H 10.065 8.067 20.425 -0.1 0.0 -0.3
O 12.889 9.803 20.203 -0.1 0.4 0.0
H 12.879 8.916 20.564 0.0 -0.5 -0.1
H 13.738 10.159 20.465 0.4 0.1 0.1
O 10.702 10.848 21.791 -0.3 -0.2 0.5
H 10.504 11.518 21.138 -0.2 0.4 -0.3
H 11.577 10.536 21.558 0.3 0.0 -0.3
O 8.397 7.140 16.949 -0.5 0.2 -0.5
H 9.201 6.888 17.401 0.4 -0.1 0.5
H 8.472 6.737 16.084 -0.2 0.0 -0.3
O 13.250 10.894 17.429 0.4 0.3 0.2
H 13.127 10.576 18.324 -0.1 -0.2 0.5
H 12.680 10.339 16.897 -0.2 -0.2 -0.5
O 13.175 7.008 19.172 -0.3 0.2 0.2
H 13.429 6.101 19.344 0.1 -0.3 0.1
H 13.180 7.081 18.217 0.3 0.2 -0.4
O 8.010 11.541 19.291 -0.6 -0.7 -0.3
H 7.484 11.741 20.065 -0.1 0.0 0.1
H 8.850 11.970 19.455 0.2 0.5 0.0
```
Positions in Å, forces in eV/Å.

Calculated total energy = -27119.7613 eV
Lowest unoccupied orbital energy = -0.692 eV
Strongest force on any atom = 1.28 eV Å⁻¹
Kohn-Sham gap = 0.356 Eh
Net charge = 0